# 1
The following is a DFT calculation (the ωB97M-V functional and the def2-TZVPD basis) of a 3-piece molecular cluster, C4H11NO2 overall.

Computed properties:
- energy relative to the best compared isomer or geometry (same formula, charge and spin) (eV) = 0.775
- DFT total energy (Eh) = -363.89989
- 2S+1 = 2
- HOMO (alpha / beta) (eV) = -14.611 / -14.621
- E_LUMO (alpha / beta) (eV) = -5.1019 / -7.0925
- total charge = +1
- orbital gap (alpha / beta) (eV) = 9.51 / 7.53

Cartesian coordinates (Å):
N 1.0303 0.3392 1.7383
C 0.9703 -0.0740 0.4655
C 0.7800 -1.4520 0.3090
C 1.7552 0.4243 -1.8033
C 1.3870 0.8224 -0.5805
H 0.7468 -0.2991 2.4617
H 1.1164 1.3315 1.9195
H 1.1969 -1.9396 -0.5619
H 0.2216 -2.0720 0.9920
H 2.4133 1.0563 -2.3897
H 1.4606 -0.4988 -2.2874
H 1.5882 1.8175 -0.2008
H -3.8459 -1.9050 -0.8203
H -2.6284 -2.1662 0.0706
O -2.9342 -2.1893 -0.8515
H -1.3119 1.3245 0.7944
H -1.5700 2.2175 -0.4168
O -1.5365 2.2184 0.5307

# 2
The following is a DFT calculation (the ωB97M-V functional and the def2-TZVPD basis) of C12H15NO as an isolated structure.

Computed properties:
- energy relative to the best compared isomer or geometry (same formula, charge and spin) (eV) = 6.966
- DFT total energy (Eh) = -596.03164
- 2S+1 = 1
- HOMO (eV) = -8.883
- E_LUMO (eV) = 0.7027
- total charge = 0
- orbital gap (eV) = 9.59

Cartesian coordinates (Å):
C 0.3634 -4.3207 -1.2778
C -0.4881 -2.9696 -1.3218
C -0.2537 -1.8637 -2.4141
C -1.0370 -0.7630 -2.0156
C -1.4987 0.0968 0.3341
C -0.7203 1.0822 1.0423
C -0.8030 1.4960 2.4904
C 0.1194 2.2485 3.1181
C 1.1960 2.7592 2.4398
C 1.3588 2.2668 1.1427
C 0.3766 1.4818 0.5496
C 0.6799 0.6369 -0.7104
H 1.4613 -4.0982 -0.8610
H -0.0314 -4.5608 -0.1705
H 0.6261 -5.1516 -2.3160
H -1.6536 -3.0314 -1.3301
H -0.2398 -2.5727 -0.3709
H -0.3756 -2.3925 -3.2559
H 0.7755 -1.7327 -2.6035
H -1.2582 0.2863 -2.7156
H -2.0012 -0.9093 -1.9087
H -2.5428 0.3624 0.0164
H -1.6079 -0.7515 0.9023
H -1.5718 1.0513 3.2300
H 0.2927 2.2575 4.1394
H 1.7486 3.3863 3.2104
H 2.4906 2.2105 0.9050
N -0.5631 -0.1951 -0.6770
O 1.5086 0.5132 -1.5495

# 3
The following is a DFT calculation (the ωB97M-V functional and the def2-TZVPD basis) of a 4-piece molecular cluster, C7H17NO3 overall.

Computed properties:
- energy relative to the best compared isomer or geometry (same formula, charge and spin) (eV) = 0.512
- DFT total energy (Eh) = -557.35836
- 2S+1 = 1
- HOMO (eV) = -7.969
- E_LUMO (eV) = 0.6579
- total charge = 0
- SMILES string = C=C/C=C/C/C=C/N.O.O.O
- orbital gap (eV) = 8.63

Cartesian coordinates (Å):
C 0.5273 1.4846 -1.6620
C -0.7682 1.5360 -1.3348
N -1.4431 2.6448 -0.8568
C 1.1657 0.2283 -2.2344
C 1.8626 -0.5593 -1.1493
C 1.2240 -1.4225 -0.3618
C 1.8661 -2.1300 0.7471
C 1.1816 -2.7490 1.7057
H 1.1789 2.3429 -1.5203
H -1.3865 0.6499 -1.4228
H -2.2002 2.4413 -0.2255
H -0.8729 3.4439 -0.6218
H 1.8830 0.5108 -3.0063
H 0.3906 -0.3856 -2.6874
H 2.9228 -0.3699 -0.9929
H 0.1657 -1.6253 -0.5013
H 2.9517 -2.1289 0.7377
H 0.0980 -2.7737 1.6949
H 1.6750 -3.2607 2.5217
H -3.0460 -1.8584 0.5314
H -2.2617 -0.5444 0.7327
O -2.2221 -1.4219 0.2985
H 0.8278 -0.0275 1.8763
H 0.7061 1.0261 0.7649
O 0.5102 0.8707 1.7038
H -2.5170 1.0396 2.5632
H -1.2038 1.0032 1.7125
O -2.1906 1.0253 1.6575

# 4
The following is a DFT calculation (the ωB97M-V functional and the def2-TZVPD basis) of one molecule with the formula C4H10N2O2.

Computed properties:
- energy relative to the best compared isomer or geometry (same formula, charge and spin) (eV) = 1.634
- DFT total energy (Eh) = -418.40093
- 2S+1 = 1
- HOMO (eV) = -9.153
- E_LUMO (eV) = 0.6465
- total charge = 0
- SMILES string = CNCCNC(=O)O
- orbital gap (eV) = 9.80

Cartesian coordinates (Å):
C 0.8182 -0.5115 -0.3924
N 0.1744 -0.4464 -1.6873
C 0.4280 0.4745 -2.6780
O 1.6897 0.9567 -2.6800
O -0.3532 0.7094 -3.5505
C 0.2195 0.3737 0.6654
N -1.0947 -0.2269 1.0563
C -1.2393 -0.2839 2.5002
H 1.8950 -0.3901 -0.5228
H 0.8698 -1.5433 -0.0228
H -0.7829 -0.7654 -1.6564
H 2.3159 0.4969 -2.0782
H -0.0657 1.3389 0.2211
H 0.8452 0.5780 1.5251
H -1.8958 0.1763 0.5937
H -2.2589 -0.4984 2.8016
H -0.9327 0.6545 2.9673
H -0.6324 -1.0931 2.9378

# 5
The following is a DFT calculation (the ωB97M-V functional and the def2-TZVPD basis) of one molecule with the formula C5H14N2.

Computed properties:
- energy relative to the best compared isomer or geometry (same formula, charge and spin) (eV) = 1.037
- DFT total energy (Eh) = -308.38494
- 2S+1 = 1
- HOMO (eV) = -8.479
- E_LUMO (eV) = 1.2036
- total charge = 0
- SMILES string = CCCNCCN
- orbital gap (eV) = 9.68

Cartesian coordinates (Å):
N -2.8524 -1.7011 -0.3839
C -2.5809 -0.3387 -0.8380
C -1.5918 0.3893 0.0917
N -0.2250 0.3835 -0.4726
C 0.8603 0.1842 0.4956
C 2.1504 0.7084 -0.0882
C 3.3813 0.1931 0.7324
H -3.6742 -1.8589 0.1789
H -2.8998 -2.3248 -1.1659
H -2.1170 -0.4662 -1.8122
H -3.4891 0.2687 -0.9033
H -1.8602 1.4213 0.3253
H -1.6340 -0.1846 1.0209
H -0.1409 1.2807 -0.9300
H 0.9141 -0.8938 0.6864
H 0.5501 0.6658 1.4363
H 2.1332 1.7969 -0.1244
H 2.2471 0.2832 -1.0884
H 3.4744 -0.8802 0.5934
H 3.0756 0.3289 1.7684
H 4.2785 0.7444 0.4778

# 6
The following is a DFT calculation (the ωB97M-V functional and the def2-TZVPD basis) of an isolated ion of composition C3H5N2OS and charge +1.

Computed properties:
- energy relative to the best compared isomer or geometry (same formula, charge and spin) (eV) = 4.589
- DFT total energy (Eh) = -699.80653
- 2S+1 = 1
- HOMO (eV) = -13.803
- E_LUMO (eV) = -5.1356
- total charge = +1
- orbital gap (eV) = 8.67

Cartesian coordinates (Å):
C 1.9076 -1.1929 0.0112
C 2.4509 -0.0613 0.0335
C -1.7908 0.2849 0.0697
N 0.4306 1.0430 0.0982
N -0.3844 0.2348 0.1085
O 3.2877 0.8587 0.0584
S 0.2531 -1.6780 0.2130
H 2.6989 -1.9240 -0.2788
H -2.1276 1.4121 -0.1079
H -2.0214 -0.5602 -0.5287
H -2.2377 0.0251 1.0194
H 3.4655 1.5122 -0.6887